1.
Formula: C30H26AsBCl2F2N4NaOS
Source: the Open Molecules 2025 dataset
Level of theory: the ωB97M-V functional and the def2-TZVPD basis

Geometry (Å):
Na1 -1.76 -0.35 1.75
Cl1 0.66 -1.72 6.26
C1 0.13 -0.11 5.84
C2 0.55 0.95 6.65
C3 0.20 2.24 6.35
Cl2 0.72 3.54 7.40
C4 -0.56 2.53 5.19
C5 -0.92 3.83 4.77
C6 -1.61 4.00 3.60
C7 -1.93 2.87 2.83
N1 -1.63 1.65 3.21
C8 -0.97 1.45 4.37
C9 -0.68 0.04 4.70
O1 -1.08 -0.91 3.98
H1 1.15 0.74 7.53
H2 -0.64 4.67 5.38
H3 -1.89 4.98 3.26
H4 -2.45 2.96 1.88
N2 1.25 -3.59 0.06
C10 0.77 -4.03 -1.19
C11 1.65 -4.34 -2.22
C12 1.16 -4.78 -3.45
C13 -0.20 -4.86 -3.66
C14 -1.08 -4.52 -2.64
C15 -0.60 -4.13 -1.40
S1 -1.70 -3.75 -0.08
N3 -0.79 -2.66 0.84
C16 0.48 -2.70 0.81
C17 1.25 -1.74 1.66
C18 2.35 -2.17 2.39
C19 3.01 -1.26 3.20
C20 2.56 0.05 3.21
C21 1.46 0.39 2.44
N4 0.80 -0.49 1.69
H5 2.22 -3.33 0.04
H6 2.71 -4.24 -2.06
H7 1.86 -5.03 -4.24
H8 -0.59 -5.18 -4.62
H9 -2.15 -4.55 -2.81
H10 2.65 -3.22 2.37
H11 3.84 -1.57 3.81
H12 3.04 0.80 3.84
H13 1.07 1.40 2.44
C22 1.32 -0.70 -3.56
As1 0.09 -0.45 -2.05
C23 -1.52 -0.63 -3.15
C24 0.17 1.52 -1.83
C25 -0.06 2.31 -3.07
C26 1.00 2.65 -3.91
C27 0.79 3.36 -5.09
C28 -0.50 3.73 -5.45
C29 -1.56 3.40 -4.62
C30 -1.35 2.70 -3.44
H14 1.07 -0.05 -4.40
H15 1.23 -1.74 -3.88
H16 2.35 -0.53 -3.26
H17 -1.44 -0.02 -4.05
H18 -2.41 -0.36 -2.59
H19 -1.59 -1.68 -3.44
H20 1.16 1.72 -1.41
H21 -0.58 1.74 -1.07
H22 2.01 2.36 -3.63
H23 1.63 3.61 -5.72
H24 -0.67 4.28 -6.37
H25 -2.57 3.70 -4.89
H26 -2.18 2.45 -2.79
F1 -4.26 0.08 -0.88
B1 -3.25 0.69 -0.19
F2 -3.16 1.98 -0.68

## Properties
- LUMO level (eV) = 2.11
- total charge = -1
- energy relative to the best compared isomer or geometry (same formula, charge and spin) (kcal/mol) = 52.7
- DFT total energy (eV) = -146792.31826


2.
Formula: C4H3EuLi2O2
Source: the Open Molecules 2025 dataset
Level of theory: the ωB97M-V functional and the def2-TZVPD basis

Geometry (Å):
C1 1.19 -1.29 0.18
O1 0.16 -2.08 0.59
Li1 -1.40 2.23 -2.73
Li2 -0.16 -0.93 2.17
H1 2.21 -1.35 -0.39
C2 1.17 0.08 0.31
C3 0.04 0.81 0.93
C4 -1.10 1.04 0.24
O2 -1.37 0.64 -1.06
Eu1 -0.96 -1.34 -1.18
H2 2.15 0.58 0.29
H3 -1.94 1.62 0.65

## Properties
- ⟨S²⟩ = 15.76
- LUMO level (alpha / beta) (eV) = -4.53 / -4.55
- total charge = +1
- spin multiplicity = 8
- energy relative to the best compared isomer or geometry (same formula, charge and spin) (kcal/mol) = 0.0
- DFT total energy (eV) = -28022.24434


3.
Formula: C16H25CoIN2Si
Source: the Open Molecules 2025 dataset
Level of theory: the ωB97M-V functional and the def2-TZVPD basis

Geometry (Å):
C1 0.53 -0.59 4.22
C2 1.78 0.11 3.74
H1 -0.27 0.15 4.37
H2 0.77 -1.13 5.14
H3 0.20 -1.26 3.43
H4 1.40 0.93 3.16
H5 2.38 0.55 4.52
H6 2.50 -0.53 3.19
C3 -2.96 0.45 0.05
C4 -4.29 0.84 -0.03
C5 -4.62 1.80 -0.99
C6 -3.61 2.43 -1.75
H7 -2.56 -0.22 0.81
H8 -5.05 0.45 0.65
H9 -5.67 2.11 -1.13
H10 -3.81 3.23 -2.48
N1 -2.04 0.95 -0.81
C7 -2.26 2.06 -1.59
C8 -0.96 2.61 -2.05
N2 0.07 1.82 -1.56
C9 1.36 2.23 -1.53
C10 0.81 4.08 -2.95
C11 1.77 3.32 -2.30
H11 2.04 1.66 -0.89
H12 2.82 3.60 -2.44
C12 -0.55 3.74 -2.78
H13 -1.35 4.29 -3.27
H14 1.09 4.92 -3.62
Co1 -0.40 0.40 -0.60
I1 -0.88 2.65 1.39
C13 0.43 -4.23 -0.73
Si1 1.33 -2.71 -0.06
C14 1.56 -3.10 1.77
C15 3.06 -2.42 -0.72
C16 0.07 -1.49 -0.79
H15 0.96 -5.15 -0.46
H16 0.34 -4.14 -1.82
H17 -0.58 -4.24 -0.30
H18 2.01 -4.10 1.83
H19 2.22 -2.35 2.24
H20 0.60 -3.16 2.31
H21 3.05 -2.37 -1.81
H22 3.49 -1.48 -0.33
H23 3.73 -3.25 -0.43
H24 -0.92 -1.99 -0.75
H25 0.36 -1.49 -1.85

## Properties
- ⟨S²⟩ = 3.77
- LUMO level (alpha / beta) (eV) = -1.11 / -1.48
- spin multiplicity = 4
- energy relative to the best compared isomer or geometry (same formula, charge and spin) (kcal/mol) = 3.3
- DFT total energy (eV) = -73581.48731


4.
Formula: C27H22Cl2NO
Source: the Open Molecules 2025 dataset
Level of theory: the ωB97M-V functional and the def2-TZVPD basis

Geometry (Å):
C1 -3.86 3.40 1.36
C2 -3.75 1.94 1.70
N1 -2.45 1.53 1.91
C3 -2.04 0.24 2.26
C4 -0.82 -0.20 1.57
C5 -0.19 0.67 0.67
C6 1.08 0.38 0.09
C7 1.66 -0.92 0.35
C8 2.91 -1.24 -0.23
C9 3.58 -0.32 -1.01
C10 3.03 0.96 -1.23
C11 1.80 1.31 -0.70
C12 0.96 -1.82 1.18
C13 -0.23 -1.48 1.79
C14 -2.70 -0.48 3.21
O1 -4.69 1.17 1.78
H1 -2.93 3.93 1.55
H2 -4.14 3.51 0.31
H3 -4.66 3.83 1.98
H4 -1.75 2.26 1.83
H5 -0.65 1.62 0.39
H6 3.32 -2.24 -0.05
H7 4.54 -0.59 -1.45
H8 3.59 1.67 -1.84
H9 1.38 2.30 -0.88
H10 1.40 -2.81 1.35
H11 -0.73 -2.18 2.45
H12 -2.33 -1.46 3.49
H13 -3.60 -0.05 3.65
Cl1 -0.23 -5.29 3.45
C15 -1.31 -4.38 4.43
C16 -2.68 -4.38 4.12
C17 -3.50 -3.46 4.75
C18 -2.98 -2.49 5.67
C19 -3.77 -1.35 5.99
C20 -3.90 -0.70 7.27
C21 -5.20 -0.22 7.64
C22 -5.39 0.49 8.82
C23 -4.31 0.71 9.68
Cl2 -4.52 1.70 11.07
C24 -3.04 0.19 9.38
C25 -2.84 -0.52 8.20
C26 -1.64 -2.69 6.12
C27 -0.81 -3.61 5.48
H14 -3.08 -5.08 3.39
H15 -4.57 -3.45 4.53
H16 -4.54 -1.07 5.25
H17 -6.04 -0.43 6.99
H18 -6.38 0.86 9.09
H19 -2.23 0.36 10.08
H20 -1.85 -0.91 7.99
H21 -1.23 -2.10 6.93
H22 0.23 -3.73 5.78

## Properties
- LUMO level (eV) = -6.06
- total charge = +1
- energy relative to the best compared isomer or geometry (same formula, charge and spin) (kcal/mol) = 0.0
- DFT total energy (eV) = -56930.90241


Question: Which value of DFT total energy does entry 1 give?
Answer: -146792.31826 eV